Molecular formula: C12H14ClN5O13SV
Method: DFT, ωB97M-V with the def2-TZVPD basis set

ORCA input file:
```
! RIJCOSX wB97M-V def2-TZVPD def2/J DEFGRID3
* xyz -2 4
V -0.189 0.294 0.386
C 2.453 2.962 -0.625
C 2.634 1.990 0.479
N 1.808 1.017 0.787
C 2.326 0.358 1.867
C 3.516 0.933 2.219
N 3.690 1.967 1.327
C 4.503 0.684 3.284
O 4.243 -0.316 4.095
O 5.495 1.383 3.375
C 1.542 -0.762 2.462
O 2.031 -1.370 3.439
O 0.436 -0.990 1.902
H 1.464 2.812 -1.053
H 3.206 2.801 -1.399
H 2.520 3.983 -0.248
H 4.480 2.588 1.345
H 3.348 -0.778 3.854
O -2.663 2.775 0.250
S -1.226 2.674 0.345
O -0.527 3.938 0.463
O -0.827 1.744 1.511
O -0.653 1.853 -0.812
O 1.651 0.450 -2.448
Cl 0.970 -0.799 -2.293
O 1.697 -1.852 -2.935
O 0.910 -1.120 -0.839
O -0.370 -0.727 -2.786
N -6.927 -1.383 -0.691
C -6.072 -1.862 0.303
O -6.525 -2.614 1.165
C -4.687 -1.433 0.230
C -4.137 -0.679 -0.834
C -2.840 -0.258 -0.795
N -1.992 -0.529 0.237
C -2.514 -1.272 1.263
C -3.799 -1.727 1.288
H -7.897 -1.500 -0.452
H -6.693 -0.496 -1.106
H -4.716 -0.421 -1.711
H -2.415 0.335 -1.592
H -1.832 -1.473 2.078
H -4.152 -2.306 2.130
N -0.918 -3.834 -0.572
H -0.843 -3.344 0.314
H -1.330 -3.153 -1.203
H 0.040 -3.929 -0.891
*
```

Properties
<S²> = 3.781
lowest unoccupied orbital energy (alpha / beta) = 4.622 / 4.622 eV
HOMO-LUMO gap (alpha / beta) = 5.0896 / 8.7056 eV
E = -95786.703 eV
HOMO energy (alpha / beta) = -0.468 / -4.084 eV